No. 1
9
Properties=species:S:1:pos:R:3:nbo_charge:R:1 method="wB97M-V/def2-TZVPD" largest_force_ev_per_a=3.70 e_tot_ev=-6257.0477 lumo_ev=0.9 gap_ev=10.37
C -0.2222 -1.1770 -0.3227 0.5367
C -0.3221 0.9794 0.0712 -0.3788
C 0.5715 -0.0211 -0.5475 -0.2551
C -0.0778 -0.3036 0.8738 -0.2658
O -0.5149 -2.2280 -0.9322 -0.5522
H 0.2153 1.9698 0.3777 0.2149
H -1.2585 1.2051 -0.4164 0.2107
H 1.5250 0.1177 -1.0292 0.2377
H 0.0837 -0.5422 1.9253 0.2519

No. 2
9
Properties=species:S:1:pos:R:3:nbo_charge:R:1 method="wB97M-V/def2-TZVPD" largest_force_ev_per_a=3.54 e_tot_ev=-6252.2048 lumo_ev="0.6 / 0.6" gap_ev="8.24 / 8.24"
C -2.1869 0.0252 0.0627 -0.2331
C 1.6750 -1.4513 0.0139 0.3623
C 1.6428 0.9833 -0.0150 -0.3884
C -1.9572 -1.1419 -0.0406 -0.2393
O 1.6598 -0.2909 0.0095 -0.3487
H -2.3988 1.0494 0.1541 0.2308
H 1.3747 1.4696 -0.9319 0.1918
H 1.9456 1.5260 0.8573 0.1921
H -1.7552 -2.1693 -0.1098 0.2326